Here is C30H32BF5N2O2SbSiZr as an isolated structure from the OMol25 dataset. Energies are from ωB97M-V with the def2-TZVPD basis set.

XYZ file:
```
75
Properties=species:S:1:pos:R:3:lowdin_charge:R:1
Zr 0.7076 0.4441 -0.4420 1.577
N 3.5984 0.3401 -0.0891 0.010
C 4.2342 -0.9856 -0.2594 -0.192
C 3.4195 -2.0691 0.4858 -0.058
C 2.0244 -1.6006 0.2658 -0.675
O 1.5374 -1.5934 -0.9097 -0.138
O 1.4414 -0.8989 1.1521 -0.161
H 4.1097 1.0313 -0.6271 0.075
H 3.6670 0.6392 0.8801 0.086
H 5.2680 -1.0008 0.0880 0.124
H 4.2246 -1.2153 -1.3240 0.123
H 3.6416 -2.0883 1.5505 0.131
H 3.6052 -3.0452 0.0439 0.135
C 0.7305 4.2694 -2.4112 -0.140
Si 1.9651 3.0879 -1.6823 0.491
C 2.0661 1.5257 -2.7675 -0.178
C 3.6867 3.7967 -1.5187 -0.137
N 1.3704 2.5250 -0.0699 -0.226
C 1.9123 3.0915 1.1503 -0.328
C 2.1309 2.2626 2.2488 -0.043
C 2.5513 2.8075 3.4604 -0.048
C 2.7544 4.1682 3.5760 -0.058
C 2.5158 4.9990 2.4835 -0.043
C 2.0824 4.4712 1.2841 -0.038
H 1.0288 4.5432 -3.4259 0.048
H 0.6481 5.1890 -1.8296 0.043
H -0.2597 3.8131 -2.4690 0.047
H 2.9835 1.6091 -3.3585 0.060
H 1.2234 1.4517 -3.4515 0.045
H 2.2026 0.5255 -2.3159 -0.001
H 3.8727 4.4333 -2.3876 0.052
H 4.4520 3.0178 -1.5354 0.030
H 3.8435 4.4016 -0.6287 0.031
H 1.9712 1.1933 2.1724 0.088
H 2.7144 2.1554 4.3079 0.116
H 3.0839 4.5928 4.5142 0.113
H 2.6511 6.0678 2.5790 0.117
H 1.8518 5.1269 0.4540 0.117
F -3.1987 -3.2830 -5.6729 0.078
C -2.8880 -2.8870 -4.4308 -0.275
C -3.8758 -2.3334 -3.6400 0.007
C -3.5443 -1.9234 -2.3575 -0.103
C -2.2462 -2.0695 -1.8779 -0.363
C -1.2705 -2.6183 -2.7083 -0.127
C -1.5863 -3.0384 -3.9907 0.003
Sb -1.7055 -1.3528 0.0383 1.595
C -3.5397 -0.6904 0.8206 -0.394
C -4.5969 -1.5829 1.0006 -0.125
C -5.8062 -1.1465 1.5147 0.009
C -5.9362 0.1917 1.8438 -0.272
F -7.1021 0.6196 2.3430 0.083
C -4.9101 1.1015 1.6779 0.007
C -3.7051 0.6478 1.1626 -0.110
C -1.3452 -3.0986 1.1780 -0.370
C -0.5781 -4.1363 0.6538 -0.117
C -0.2721 -5.2501 1.4205 0.002
C -0.7427 -5.3037 2.7194 -0.277
F -0.4482 -6.3750 3.4687 0.078
C -1.5061 -4.2933 3.2710 0.005
C -1.8033 -3.1875 2.4890 -0.112
H -4.8792 -2.2290 -4.0291 0.126
H -4.3155 -1.4863 -1.7348 0.094
H -0.2435 -2.7080 -2.3728 0.081
H -0.8452 -3.4702 -4.6491 0.124
H -4.4839 -2.6299 0.7428 0.114
H -6.6403 -1.8180 1.6644 0.127
H -5.0612 2.1367 1.9503 0.126
H -2.8894 1.3498 1.0305 0.076
H -0.2222 -4.0988 -0.3693 0.094
H 0.3104 -6.0720 1.0272 0.124
H -1.8576 -4.3809 4.2897 0.126
H -2.4050 -2.3936 2.9163 0.102
F -0.5013 0.8208 -1.9098 -0.480
B -0.1173 2.3952 0.5405 -0.454
F -0.7534 3.5115 0.7855 0.205
```

For the energy above the lowest of the compared OMol25 structures with the same formula, charge and spin, the calculation gives 60.88 kJ/mol. Its multiplicity is 1. As for the charge: +1. The calculation puts the LUMO energy at -3.0 eV. Its HOMO-LUMO gap is 8.200 eV. As for the calculated total energy: -68664.2623 eV. For the HOMO energy, the calculation gives -11.16 eV.